Entry i
Density functional theory data (the ωB97M-V functional and the def2-TZVPD basis) for an isolated ion of composition C8H13N2 and charge +1.

HOMO energy in Eh: -0.4775
Orbital gap in eV: 9.732
M in g/mol: 137.2
SMILES string: C1[NH2+]CC2=C1[C@H]1CCN2C1

The geometry in ORCA input format:
```
! RIJCOSX wB97M-V def2-TZVPD def2/J DEFGRID3
* xyz 1 1
C 0.8515 1.7539 -0.0446
N 2.0982 1.2195 0.5151
C 2.1323 -0.1848 -0.0127
C 0.6806 -0.5491 0.1909
C -0.0552 0.5652 0.1931
C -1.5247 0.2112 0.5508
C -1.9020 -0.4227 -0.8060
C -1.1228 -1.6947 -0.8603
N -0.3069 -1.7470 0.4257
C -1.1828 -1.0417 1.3663
H 0.8801 1.7882 -1.1337
H 0.4700 2.8388 0.3326
H 2.9843 1.5927 0.4217
H 1.8065 1.1972 1.5346
H 2.6656 -0.9668 0.4902
H 2.4689 -0.0512 -1.0526
H -2.1057 0.9522 1.0030
H -1.7284 0.3712 -1.6179
H -3.0403 -0.5051 -0.8034
H -1.6635 -2.6967 -0.9298
H -0.2402 -1.6813 -1.6025
H -0.6925 -0.8971 2.4324
H -2.1771 -1.6444 1.5848
*
```

Entry ii
Density functional theory data (the ωB97M-V functional and the def2-TZVPD basis) for an isolated ion of composition C8H13N2 and charge +1.

HOMO energy in Eh: -0.5014
Orbital gap in eV: 9.518
M in g/mol: 137.2
SMILES string: C=NC(=[NH2+])[C@@H]1[C@@H](C)[C@H]2C[C@H]21

The geometry in ORCA input format:
```
! RIJCOSX wB97M-V def2-TZVPD def2/J DEFGRID3
* xyz 1 1
C -2.5280 -1.5903 0.5945
N -1.4035 -1.5643 1.1329
C -0.3244 -1.0388 1.5292
N 0.2125 -1.0777 2.7194
C 0.5284 -0.2003 0.2068
C -0.0427 1.1171 -0.3158
C 0.8181 2.3460 -0.0759
C -0.0615 0.4936 -1.7216
C 1.2795 -0.0723 -2.0702
C 0.3718 -0.8362 -1.1539
H -3.2256 -0.7611 0.6670
H -2.8542 -2.4848 0.0794
H 1.1404 -0.7286 2.8976
H -0.2868 -1.4876 3.4990
H 1.5426 -0.1643 0.6057
H -1.0613 1.3001 0.0288
H 0.4750 3.1650 -0.7020
H 1.8589 2.1514 -0.3205
H 0.7623 2.6573 0.9646
H -0.8049 0.7108 -2.4685
H 2.1833 0.3680 -1.6791
H 1.3922 -0.4655 -3.0680
H 0.0280 -1.8374 -1.3495
*
```

Relative energies with respect to the most stable structure, expressed in hartree: entry i 0.0383; entry ii 0.0000.

Entry i
Density functional theory data (the ωB97M-V functional and the def2-TZVPD basis) for a 2-piece molecular cluster, C3H12NS overall.

HOMO energy in Eh: -0.4799
Orbital gap in eV: 9.482
M in g/mol: 94.2

The geometry in ORCA input format:
```
! RIJCOSX wB97M-V def2-TZVPD def2/J DEFGRID3
* xyz 1 1
C -0.5455 1.5083 2.8966
N 0.4139 1.2066 1.7702
H -0.0319 2.0384 3.6940
H -1.3585 2.0886 2.4856
H -0.8583 0.5502 3.2893
H -0.0483 0.5664 1.1016
H 1.2868 0.7529 2.0404
H 0.6716 2.0345 1.2295
C 0.0849 -0.7577 -2.8449
C 0.3787 -1.8229 -1.8192
S -0.2982 -1.4564 -0.1357
H 0.6290 0.1617 -2.6632
H -0.9900 -0.5613 -2.8668
H 0.3462 -1.1680 -3.8132
H -0.1478 -2.7342 -2.0903
H 1.4415 -2.0406 -1.7341
H -0.9743 -0.3665 -0.5396
*
```

Entry ii
Density functional theory data (the ωB97M-V functional and the def2-TZVPD basis) for a 2-piece molecular cluster, C3H12NS overall.

HOMO energy in Eh: -0.4694
Orbital gap in eV: 8.826
M in g/mol: 94.2

The geometry in ORCA input format:
```
! RIJCOSX wB97M-V def2-TZVPD def2/J DEFGRID3
* xyz 1 1
C 0.5749 3.2414 -0.3001
N 1.2630 1.7280 -0.1988
H 1.3249 3.9807 0.2391
H 0.4529 3.3274 -1.4614
H -0.4867 3.3039 0.1559
H 1.4218 1.3745 0.7658
H 2.3063 1.6947 -0.8592
H 0.7274 0.9400 -0.5085
C -2.0575 -0.6074 0.0015
C -1.1658 -1.8117 0.2732
S 0.6120 -1.4720 0.1093
H -1.7187 -0.1209 -0.8696
H -2.0263 0.1411 0.8745
H -3.1697 -1.0486 -0.0732
H -1.4657 -2.2006 1.2686
H -1.1994 -2.3508 -0.6530
H 1.0900 -2.5177 0.9163
*
```

Relative energies with respect to the most stable structure, expressed in hartree: entry i 0.0000; entry ii 0.0780.

Entry i
Density functional theory data (the ωB97M-V functional and the def2-TZVPD basis) for a 2-piece molecular cluster, C6H11N2S overall.

HOMO energy in Eh: -0.4239
Orbital gap in eV: 6.739
M in g/mol: 143.2

The geometry in ORCA input format:
```
! RIJCOSX wB97M-V def2-TZVPD def2/J DEFGRID3
* xyz 1 1
C 1.7807 0.0705 -0.3714
C 1.1819 -0.9088 0.5427
C 0.5726 1.0902 -0.3949
C -0.1307 -0.6121 0.9321
C 3.2775 0.2594 -0.4329
C -0.5023 0.6276 0.3332
N 4.0687 -0.3799 0.3406
N -1.7800 1.0914 0.3514
S -4.8569 -0.2149 -0.1504
H 1.5155 -0.2480 -1.4039
H 1.6518 -1.8517 0.6839
H 0.5364 1.9097 -1.1589
H -0.7027 -1.2491 1.5493
H 3.6292 0.8694 -1.2506
H 3.6322 -0.7191 1.2616
H -4.6094 0.2141 -1.3848
H -2.4472 0.4562 0.7371
H -2.1348 1.5252 -0.4960
H 5.0430 -0.3321 0.1407
H -5.6709 -1.3068 -0.2403
*
```

Entry ii
Density functional theory data (the ωB97M-V functional and the def2-TZVPD basis) for an isolated ion of composition C6H11N2S and charge +1.

HOMO energy (spin up / spin down) in Eh: -0.4535 / -0.4511
Orbital gap (spin up / spin down) in eV: 7.406 / 7.659
M in g/mol: 143.2

The geometry in ORCA input format:
```
! RIJCOSX wB97M-V def2-TZVPD def2/J DEFGRID3
* xyz 1 1
C 1.7993 0.5258 -0.5299
C 2.0322 1.0468 1.5726
C -0.4645 -0.0635 -0.0410
C -0.9078 0.9010 0.9655
C -1.5533 -1.6890 -1.5692
C -1.0654 -0.2430 -1.3823
N 2.1769 1.4021 0.3454
N 1.5006 -0.2369 1.7418
S 1.0743 -0.9468 0.2968
H 1.8303 0.6212 -1.5913
H 2.3274 1.6452 2.4119
H -1.1298 0.4054 1.9163
H -1.7890 1.4356 0.6170
H -0.1322 1.6505 1.2088
H -0.7189 -2.3876 -1.5643
H -2.0601 -1.7626 -2.5266
H -2.2570 -1.9644 -0.7892
H -1.9000 0.4494 -1.4950
H -0.3596 -0.0286 -2.1864
H 1.5964 -0.7608 2.5991
*
```

Relative energies with respect to the most stable structure, expressed in hartree: entry i 0.0000; entry ii 0.0467.

Entry i
Density functional theory data (the ωB97M-V functional and the def2-TZVPD basis) for a 2-piece molecular cluster, C2H12N4 overall.

HOMO energy in Eh: -0.3204
Orbital gap in eV: 9.589
M in g/mol: 92.1
SMILES string: NCN.NCN

The geometry in ORCA input format:
```
! RIJCOSX wB97M-V def2-TZVPD def2/J DEFGRID3
* xyz 0 1
N 2.2418 -0.8030 -0.3764
C 1.7523 -2.1471 -0.1267
N 2.5467 -2.7547 0.8986
H 1.7525 -0.0834 0.0339
H 3.1795 -0.8498 0.0206
H 0.7216 -1.9537 0.3341
H 1.6398 -2.6147 -1.1014
H 2.4087 -2.3075 1.7437
H 2.2396 -3.7459 1.0759
N -1.7427 1.2181 -1.2742
C -1.6321 2.0957 -0.0502
N -2.9867 2.5503 0.4543
H -2.5450 0.6229 -1.4935
H -0.9801 0.5827 -1.1069
H -0.8975 1.5149 0.5997
H -1.0632 3.0270 -0.3144
H -3.0252 3.4205 0.9537
H -3.6101 2.2279 -0.2708
*
```

Entry ii
Density functional theory data (the ωB97M-V functional and the def2-TZVPD basis) for a 2-piece molecular cluster, C2H12N4 overall.

HOMO energy in Eh: -0.3319
Orbital gap in eV: 9.955
M in g/mol: 92.1
SMILES string: NCN.NCN

The geometry in ORCA input format:
```
! RIJCOSX wB97M-V def2-TZVPD def2/J DEFGRID3
* xyz 0 1
N 3.3989 1.8113 0.0860
C 2.4980 0.7908 -0.4397
N 2.2643 -0.4644 0.2968
H 3.0000 2.2878 0.8824
H 4.3521 1.4904 0.2361
H 1.5536 1.3328 -0.4939
H 2.8636 0.4957 -1.4188
H 1.9411 -0.2984 1.2493
H 3.1660 -0.9303 0.2924
N -2.9825 -0.9799 -1.3840
C -2.3418 -0.9947 -0.0712
N -2.9992 -0.1485 0.9129
H -3.8760 -1.4583 -1.4998
H -3.1032 -0.0125 -1.6110
H -2.2300 -2.0184 0.2754
H -1.3889 -0.5462 -0.3249
H -3.7272 -0.6350 1.4169
H -2.3885 0.2777 1.5953
*
```

Relative energies with respect to the most stable structure, expressed in hartree: entry i 0.0520; entry ii 0.0000.

Entry i
Density functional theory data (the ωB97M-V functional and the def2-TZVPD basis) for a 15-piece molecular cluster, C5H40N2O14 overall.

HOMO energy in Eh: -0.3420
Orbital gap in eV: 9.390
M in g/mol: 352.4

The geometry in ORCA input format:
```
! RIJCOSX wB97M-V def2-TZVPD def2/J DEFGRID3
* xyz 0 1
N -2.5282 0.7559 1.8787
C -1.2239 0.0887 1.8257
C -0.3718 1.1029 2.7617
C 1.0326 0.9727 2.2271
C 1.6145 1.9940 1.5283
C -1.1967 -1.3767 2.5047
N -1.7496 -2.3092 1.4374
H -2.9724 0.4324 2.8130
H -3.2130 0.6861 1.0857
H -0.8696 0.0679 0.7133
H -0.2567 0.5634 3.7149
H -0.5977 2.1655 2.6389
H 1.4587 0.0683 2.2439
H 1.1316 2.9451 1.5743
H 2.6041 1.9891 1.1510
H -1.9171 -1.3564 3.3324
H -0.1070 -1.5946 2.8366
H -1.5770 -3.1816 1.7549
H -1.2511 -2.2594 0.5554
H -0.6651 3.7564 -3.0529
H -1.4998 2.5394 -3.3898
O -0.6714 2.8535 -3.1590
H -4.0637 -1.8687 0.7191
H -3.0142 3.6467 -0.2699
O -3.5561 2.9115 -0.6244
H 2.9170 0.4648 -2.8896
H 2.6979 0.5303 -1.3306
O 3.4248 0.3902 -2.0102
H 0.3232 1.5287 -1.5601
H -3.5739 2.4497 0.1816
O 0.7586 0.6321 -1.8129
H -4.0637 -0.4191 -1.4810
H -3.4131 -2.5061 -0.7041
O -3.9800 -1.9746 -0.2303
H -1.7146 -2.2620 -2.6995
H -2.1059 -1.0471 -2.1543
O -1.7198 -1.8143 -1.9304
H -2.6528 3.7291 2.3616
H -1.4641 2.9435 2.2896
O -1.9335 3.7185 1.8340
H 3.4839 -0.0172 4.2699
H 4.3525 1.1662 3.8076
O 4.1819 0.6295 4.4883
H -0.3218 -2.8627 -4.4548
H -1.5014 -1.9909 -5.2043
O -1.2107 -2.7955 -4.7262
H 0.0465 0.1546 -1.2436
H -3.2667 0.9075 -1.7304
O -3.4253 0.0558 -2.2096
H 4.7136 -0.6407 -1.5405
H 6.2378 -0.7473 -1.5768
O 5.4711 -0.8890 -1.1711
H 2.7444 -2.0545 1.4411
H 2.8967 -2.9210 2.6837
O 2.2865 -2.2673 2.2665
H 0.6202 -0.1337 -3.4562
H 1.0995 0.5280 -4.8177
O 0.7276 -0.2715 -4.4369
H 4.7678 -1.9852 0.3153
H 3.7489 -3.0860 -0.0284
O 4.3075 -2.7357 0.6594
*
```

Entry ii
Density functional theory data (the ωB97M-V functional and the def2-TZVPD basis) for a 14-piece molecular cluster, C5H40N2O14 overall.

HOMO energy in Eh: -0.3185
Orbital gap in eV: 8.509
M in g/mol: 352.4

The geometry in ORCA input format:
```
! RIJCOSX wB97M-V def2-TZVPD def2/J DEFGRID3
* xyz 0 1
C -0.3472 -0.3645 2.9808
N 1.0402 -0.0588 3.4231
C -0.6858 -0.3330 1.5408
C -2.2700 -0.2485 1.2803
C -2.6345 1.1997 1.2936
N -0.2897 -1.7157 1.1315
C 0.4389 -1.8152 -0.1545
O 1.1660 -3.0069 -0.3513
H -0.6563 -1.1682 3.6978
H -1.0819 0.4757 3.3529
H 1.2017 0.8276 3.1076
H 1.8951 -0.5391 3.0191
H -0.1627 0.5439 0.8973
H -2.8193 -0.6206 2.2869
H -2.7701 -0.7365 0.3348
H -3.6239 1.5329 0.7880
H -2.6183 1.8606 2.1600
H -2.0248 1.7119 0.6280
H -1.1596 -2.3975 1.1134
H -0.3114 -2.0256 -0.9570
H 1.1704 -0.9880 -0.3791
H 1.7051 -3.1148 0.4455
H -1.2015 3.4181 -0.6523
H 0.1862 2.8758 -1.1540
O -0.1873 3.3706 -0.4485
H -0.3930 4.2555 1.6264
H 0.3223 2.8573 1.9726
O -0.3466 3.4963 2.2923
H 2.8477 2.2879 -3.4257
H 3.3459 1.1808 -2.6413
O 2.7433 1.9249 -2.5286
H 1.2746 1.0682 -2.3499
H -0.1868 0.3225 -2.7814
O 0.3395 0.7488 -2.0831
H -1.1363 -3.2586 -1.7500
H -2.2841 -4.1028 -2.0020
O -1.9416 -3.3000 -2.3151
H -1.7029 -0.5370 -4.0975
H -0.7856 -1.5003 -3.4515
O -0.7415 -0.6855 -3.9720
H 1.9042 4.2364 0.2066
H 1.9712 4.2732 1.8169
O 1.9879 3.8001 1.0529
H -2.8470 -1.1420 -2.8771
H -3.1193 -0.2476 -1.6948
O -3.1394 -0.2295 -2.7070
H 3.4217 -0.7016 0.2453
H 2.7133 0.0821 1.3032
O 3.4736 -0.6281 1.1365
H -2.9641 3.0018 -2.6470
H -2.2749 1.8274 -1.6970
O -2.0880 2.7482 -2.1655
H 1.4925 -2.2069 2.5472
H 2.7377 -1.9606 1.6174
O 2.2684 -2.6616 2.1446
H 1.0349 1.4589 0.3061
H 2.0603 2.0687 1.3309
O 1.6068 1.2226 1.1061
H -0.0858 -5.1210 -0.4865
H -0.7686 -4.0631 0.2753
O -0.9622 -4.7929 -0.3567
*
```

Relative energies with respect to the most stable structure, expressed in hartree: entry i 0.0035; entry ii 0.0000.

Entry i
Density functional theory data (the ωB97M-V functional and the def2-TZVPD basis) for an isolated ion of composition C4H12N2 and charge +2.

HOMO energy in Eh: -0.7319
Orbital gap in eV: 11.136
M in g/mol: 88.2
SMILES string: C=[NH+]CCC[NH3+]

The geometry in ORCA input format:
```
! RIJCOSX wB97M-V def2-TZVPD def2/J DEFGRID3
* xyz 2 1
C 0.1783 0.8426 2.5024
N 0.1622 1.4103 1.3207
C -0.7753 1.3194 0.2107
C -0.6656 -0.1340 -0.2440
C 0.5120 -0.4115 -1.2133
N 0.5113 -1.9416 -1.5563
H -0.4474 0.1006 2.8028
H 0.9657 1.0070 3.2452
H 0.8662 2.1754 0.9642
H -0.4438 2.0430 -0.6115
H -1.7197 1.8341 0.5757
H -1.7653 -0.3265 -0.7129
H -1.1102 -0.9444 0.5127
H 0.6188 0.2532 -2.1002
H 1.5025 -0.3657 -0.6247
H -0.4488 -2.1391 -1.5306
H 1.2200 -2.5442 -1.0286
H 0.8390 -2.1784 -2.5121
*
```

Entry ii
Density functional theory data (the ωB97M-V functional and the def2-TZVPD basis) for an isolated ion of composition C4H12N2 and charge +2.

HOMO energy in Eh: -0.6888
Orbital gap in eV: 11.230
M in g/mol: 88.2
SMILES string: C=C([NH3+])CC[NH3+]

The geometry in ORCA input format:
```
! RIJCOSX wB97M-V def2-TZVPD def2/J DEFGRID3
* xyz 2 1
C -1.1652 -0.7065 -1.8148
C -0.7712 0.1852 -0.8759
N -1.4024 1.5984 -0.9280
C -0.1843 -0.2608 0.4108
C 1.3284 -0.0716 0.4659
N 1.7740 -0.8129 1.6971
H -1.7211 -0.2873 -2.6943
H -1.2906 -1.7990 -1.6695
H -2.2134 1.6926 -0.3379
H -1.6546 1.9807 -1.7815
H -0.9260 2.2577 -0.3295
H -0.3526 -1.3460 0.4631
H -0.5623 0.1864 1.2950
H 1.8940 -0.5504 -0.3335
H 1.4517 0.9463 0.4068
H 2.1696 -0.1273 2.3375
H 1.0646 -1.4506 2.2484
H 2.5611 -1.4350 1.4402
*
```

Relative energies with respect to the most stable structure, expressed in hartree: entry i 0.0374; entry ii 0.0000.

Entry i
Density functional theory data (the ωB97M-V functional and the def2-TZVPD basis) for a 2-piece molecular cluster, C6H10N4 overall.

HOMO energy (spin up / spin down) in Eh: -0.2608 / -0.2634
Orbital gap (spin up / spin down) in eV: 7.223 / 7.337
M in g/mol: 138.2

The geometry in ORCA input format:
```
! RIJCOSX wB97M-V def2-TZVPD def2/J DEFGRID3
* xyz 0 1
C 0.7954 -0.7620 1.3626
C -0.7643 1.0004 -1.0870
C -1.5933 -0.2146 1.4008
C 1.4546 0.0520 -1.5539
C -0.4726 -0.9863 0.7437
C 0.5800 0.8713 -0.6489
N 1.8050 -0.4121 1.8070
N -1.8943 1.2026 -1.3194
N -0.7850 -1.9288 -0.1018
N 1.1074 1.8645 0.1219
H -1.8108 -0.7016 2.4258
H -2.4873 -0.0531 0.6887
H -1.1996 0.7954 1.4880
H 2.0004 0.7653 -2.0481
H 0.7792 -0.3829 -2.3143
H 2.0236 -0.7719 -1.1457
H -0.1196 -2.1070 -0.8046
H -1.7794 -2.1244 -0.4199
H 0.3782 2.2734 0.7608
H 1.9825 1.6200 0.6443
*
```

Entry ii
Density functional theory data (the ωB97M-V functional and the def2-TZVPD basis) for one molecule with the formula C6H10N4.

HOMO energy (spin up / spin down) in Eh: -0.2837 / -0.2771
Orbital gap (spin up / spin down) in eV: 7.620 / 7.534
M in g/mol: 138.2

The geometry in ORCA input format:
```
! RIJCOSX wB97M-V def2-TZVPD def2/J DEFGRID3
* xyz 0 1
C 2.9431 0.3128 0.8792
C 1.1826 -0.1071 2.5672
C -0.7568 0.2854 0.0659
C -0.4223 1.1843 1.2132
C 0.3911 -0.4615 -0.7253
C -0.3429 -1.0566 -2.0046
N 2.2430 0.1365 1.9965
N 2.4964 0.3343 -0.3244
N 1.4939 0.4031 -1.1014
N 0.0068 0.4163 2.4674
H 3.9611 0.2868 0.9313
H -1.3752 -0.4878 0.5654
H -1.3265 0.8136 -0.6097
H 0.3520 1.8595 1.0838
H -1.2683 1.7013 1.6905
H 0.5764 -1.3702 -0.1893
H -1.1654 -1.6351 -1.7210
H 0.3638 -1.5277 -2.5338
H -0.6931 -0.2865 -2.6032
H -0.7915 -0.0441 2.8819
*
```

Relative energies with respect to the most stable structure, expressed in hartree: entry i 0.0000; entry ii 0.0857.